1.
Formula: C5H15N2
Source: OMol25
Level of theory: ωB97M-V/def2-TZVPD

The geometry in XYZ format:
```
22
Properties=species:S:1:pos:R:3:forces:R:3:mulliken_charge:R:1
H 0.655 2.355 -1.975 -0.06 0.64 0.75 0.32
H 0.530 3.872 -0.055 -0.66 0.33 -0.59 0.37
C -0.405 0.758 -1.075 -0.29 0.09 -1.16 -0.80
H -1.131 0.773 -0.258 0.04 -0.38 0.20 0.55
H -0.970 2.993 -0.025 0.08 0.54 0.24 0.35
N 0.049 2.973 0.033 1.52 -0.31 0.32 -0.22
H 1.427 -0.488 -1.442 -0.66 0.03 -0.60 0.36
H 1.087 -0.206 0.972 -0.35 0.27 0.30 0.41
C 0.385 -0.570 -1.094 -0.79 0.48 2.41 -0.68
C 0.531 -0.965 0.419 1.24 -2.86 -1.57 -0.78
H -1.030 0.835 -1.989 0.42 0.27 0.43 0.33
N -0.687 -1.502 1.032 0.89 1.60 -0.22 -0.27
H 1.524 1.544 -0.705 0.12 0.66 0.69 0.38
H 1.245 -1.823 0.349 -0.16 0.59 0.40 0.37
H -0.265 -3.277 2.282 0.32 0.38 0.75 0.32
C 0.550 1.961 -0.951 -0.12 -1.48 -1.81 -0.64
H -0.303 -3.552 0.592 0.54 0.45 -0.42 0.36
H 0.377 2.705 0.969 -0.73 -0.41 -0.01 0.37
C -0.709 -2.916 1.374 -1.69 -0.69 -0.93 -0.98
H -0.874 -0.854 1.784 -0.62 -0.73 0.46 0.23
H -1.764 -3.259 1.317 0.42 0.32 0.58 0.34
H -0.222 -1.359 -1.553 0.53 0.22 -0.23 0.34
```
Forces are in eV/Å.

- Structure (SMILES): CNCCCC[NH3+]
- Total charge: +1
- E_LUMO: -3.830 eV
- Orbital gap: 0.2971 hartree
- Electronic energy: -8400.77121 eV

---

2.
Formula: C5H15N2
Source: OMol25
Level of theory: ωB97M-V/def2-TZVPD

The geometry in XYZ format:
```
22
Properties=species:S:1:pos:R:3:forces:R:3:mulliken_charge:R:1
H -2.775 0.099 -0.592 -0.05 -0.08 0.11 0.38
H -1.285 -0.570 -0.878 0.17 -0.31 0.25 0.39
H 1.024 -0.313 0.957 -0.18 -0.22 -0.04 0.20
H -2.711 -0.559 1.723 -0.46 -0.43 -0.09 0.39
C 1.189 -0.010 -0.084 -0.91 0.87 0.98 0.53
H -2.494 -2.002 0.562 -0.33 -0.29 0.38 0.35
C 2.685 0.254 -0.132 0.04 -0.92 -0.12 -1.56
H -1.132 -1.238 1.472 -0.02 -0.30 -0.21 0.30
H -1.125 1.221 1.333 -0.50 -0.10 0.00 0.33
C -2.104 -1.099 1.002 0.80 1.29 -0.69 -0.87
H 1.089 -2.004 -0.588 -0.25 0.06 0.38 0.27
H 3.080 0.923 0.633 -0.31 0.10 -0.07 0.39
H 3.068 0.539 -1.113 -0.12 0.07 -0.01 0.37
C -1.181 1.139 0.250 1.13 0.12 -0.64 -0.64
H 0.707 2.083 0.162 -0.04 -0.01 0.12 0.41
H 3.041 -0.758 0.105 0.69 0.34 -0.15 0.39
N 0.746 -1.114 -0.946 0.24 -0.48 -0.35 -0.61
H 0.248 1.450 -1.367 -0.19 -0.10 -0.08 0.37
C 0.250 1.207 -0.301 0.90 0.00 -0.38 -0.89
H 1.260 -1.093 -1.827 -0.31 0.48 -0.15 0.26
N -1.884 -0.130 -0.156 0.05 -0.13 0.35 -0.10
H -1.696 1.975 -0.213 -0.36 0.05 0.41 0.31
```
Forces are in eV/Å.

- Structure (SMILES): C[NH2+]CC[C@H](C)N
- Total charge: +1
- E_LUMO: -2.884 eV
- Orbital gap: 0.4098 hartree
- Electronic energy: -8402.24126 eV

---

3.
Formula: C5H15N2
Source: OMol25
Level of theory: ωB97M-V/def2-TZVPD

The geometry in XYZ format:
```
22
Properties=species:S:1:pos:R:3:forces:R:3:mulliken_charge:R:1
C -0.751 0.063 2.252 -0.67 3.18 -3.36 -0.91
H -0.733 1.158 2.364 -0.31 -0.56 0.13 0.37
H 0.964 -1.018 -2.231 1.75 -1.98 -1.17 0.44
H -0.877 1.969 -1.196 -0.15 0.35 -0.11 0.37
N 0.225 -0.344 -0.503 0.96 0.30 2.45 0.25
H 0.000 2.198 0.332 -0.36 0.45 -0.07 0.36
H -0.735 -0.576 -2.199 -1.26 -0.71 -0.98 0.47
C -0.896 1.751 -0.127 0.33 1.28 0.16 -0.91
C 0.256 -0.347 -1.948 -0.62 3.84 -0.59 -0.88
H -1.171 -1.847 -0.298 1.86 -0.56 -0.32 0.37
H 1.281 0.198 1.243 1.32 -0.52 -1.65 0.24
H 0.100 -1.987 0.966 0.33 0.30 -2.02 0.31
H 0.504 0.640 -2.419 -0.16 -0.72 0.81 0.32
C 1.555 0.101 0.146 -2.68 2.24 -0.49 -0.79
H 0.632 -2.430 -0.862 -1.30 0.68 1.44 0.34
H -1.841 2.175 0.310 1.05 -0.51 -0.42 0.32
H 2.099 -0.656 -0.298 2.47 -1.45 0.43 0.52
N -0.897 0.353 0.020 -1.30 -2.08 3.48 -0.74
H -1.714 -0.370 2.336 -0.44 -0.73 0.29 0.29
H 1.857 1.092 -0.302 -0.35 -1.08 0.64 0.33
C -0.030 -1.799 -0.166 -1.08 -0.45 1.09 -0.65
H 0.171 -0.322 2.581 0.60 -1.25 0.26 0.57
```
Forces are in eV/Å.

- Total charge: +1
- E_LUMO (alpha / beta): -4.514 / -4.516 eV
- Orbital gap (alpha / beta): 0.3291 / 0.3289 hartree
- Electronic energy: -8396.67628 eV

---

4.
Formula: C5H15N2
Source: OMol25
Level of theory: ωB97M-V/def2-TZVPD

The geometry in XYZ format:
```
22
Properties=species:S:1:pos:R:3:forces:R:3:mulliken_charge:R:1
H 1.547 -1.584 1.129 -0.04 -0.03 -0.04 0.38
H 1.020 0.294 -2.225 0.09 -0.29 0.22 0.32
C 0.970 1.990 -0.761 0.25 -0.43 -0.11 -0.86
H 1.607 -1.822 3.591 -0.03 -0.03 0.05 0.36
H 0.138 -0.860 3.767 -0.02 0.02 0.08 0.38
H 0.210 2.678 -0.415 -0.12 0.26 0.00 0.29
C -0.963 0.784 -1.745 -0.09 -0.11 -0.26 -0.27
C 0.948 -0.936 1.764 -0.02 -0.09 0.02 -0.31
H -1.118 -0.963 -2.782 0.22 0.16 -0.25 0.26
H -0.210 -0.206 0.097 0.03 -0.04 0.14 0.12
H 1.458 0.019 1.844 -0.02 0.06 0.02 0.28
N -1.652 -0.150 -2.511 0.14 -0.39 0.33 -0.52
H -0.940 -0.076 1.601 -0.15 -0.03 -0.04 0.42
H 1.460 1.576 0.125 0.10 0.01 0.08 0.15
H -2.522 -0.480 -2.117 -0.21 0.42 -0.13 0.26
H 0.063 -2.461 3.007 0.07 -0.05 0.08 0.36
C 0.664 -1.557 3.118 0.01 0.06 -0.27 -1.22
H 1.752 2.529 -1.289 -0.06 0.17 -0.10 0.36
C 0.368 0.895 -1.603 -0.29 0.35 -0.01 -0.33
N -0.348 -0.679 1.031 0.30 0.05 -0.11 -0.17
H -0.838 -1.560 0.868 -0.07 0.09 0.07 0.40
H -1.596 1.559 -1.320 -0.09 -0.17 0.23 0.34
```
Forces are in eV/Å.

- Total charge: +1
- E_LUMO: -3.318 eV
- Orbital gap: 0.3245 hartree
- Electronic energy: -8401.75965 eV

---

5.
Formula: C5H15N2
Source: OMol25
Level of theory: ωB97M-V/def2-TZVPD

The geometry in XYZ format:
```
22
Properties=species:S:1:pos:R:3:forces:R:3:mulliken_charge:R:1
H -2.216 1.569 0.145 -0.66 0.06 -0.79 0.37
H 2.632 0.771 -0.279 0.47 -0.65 -0.32 0.35
H -1.321 -1.818 -0.466 -0.84 -0.02 1.60 0.24
H -2.052 -1.419 1.084 -0.19 0.42 -0.06 0.19
H -1.872 0.753 1.584 0.10 0.52 0.78 0.43
C -1.400 1.205 0.723 0.64 -0.24 0.49 -1.44
N 0.818 -0.176 0.546 -1.01 2.88 0.20 0.02
H 2.111 1.599 1.218 -0.47 -1.53 -0.64 0.30
C 1.773 1.020 0.299 -0.96 1.29 1.20 -0.84
H -0.565 -0.885 -1.968 0.20 1.11 0.29 0.45
C -0.750 0.118 -1.493 -0.69 -0.64 -0.49 -1.32
H -1.747 0.447 -1.904 0.95 -0.26 0.79 0.35
H 0.562 -0.085 1.561 0.97 -1.35 -0.97 0.44
H -0.823 2.126 0.950 0.11 -0.93 0.06 0.36
H 0.677 -2.273 0.109 0.30 0.91 0.09 0.36
H 1.245 1.813 -0.220 -0.31 -0.21 -0.41 0.36
C 1.362 -1.410 -0.049 -0.20 -1.93 3.68 -1.05
H 2.238 -1.688 0.580 -0.05 0.32 -1.27 0.39
C -0.738 0.019 0.019 -1.03 -1.09 0.27 0.76
H -0.024 0.858 -1.757 0.50 0.29 -0.79 0.36
N -1.335 -1.254 0.403 1.19 0.59 -2.20 -0.51
H 1.427 -1.289 -1.081 0.97 0.46 -1.52 0.45
```
Forces are in eV/Å.

- Structure (SMILES): C[NH+](C)C(C)(C)N
- Total charge: +1
- E_LUMO: -2.709 eV
- Orbital gap: 0.4184 hartree
- Electronic energy: -8401.08957 eV

---

6.
Formula: C5H15N2
Source: OMol25
Level of theory: ωB97M-V/def2-TZVPD

The geometry in XYZ format:
```
22
Properties=species:S:1:pos:R:3:forces:R:3:mulliken_charge:R:1
H -1.170 0.183 -0.953 0.73 0.07 1.76 0.27
N 0.447 0.771 -1.967 0.07 0.44 1.91 -0.30
H 1.582 -0.806 0.174 -0.46 -0.12 -0.88 0.32
C -0.465 2.813 -0.115 -0.54 -0.01 2.70 -1.24
H 0.316 -1.736 -0.824 0.48 0.22 0.05 0.49
H -1.060 -3.215 2.076 1.02 0.44 -1.36 0.28
H 0.908 -0.063 -2.228 0.90 -1.09 -0.79 0.33
H 0.352 -1.145 2.030 -0.54 -0.31 -1.26 0.28
H -0.649 -3.361 0.299 -0.30 0.04 -0.12 0.32
H -1.378 2.766 -0.693 -0.40 -0.31 0.02 0.37
C -0.140 0.368 -0.503 -2.26 -1.94 -1.95 0.02
N -0.125 -1.470 1.160 -0.27 -0.80 1.10 -0.32
H 0.288 3.165 -0.779 0.83 0.43 -0.42 0.38
C -0.299 -2.978 1.249 -1.10 1.21 1.16 -0.85
H 0.606 -3.502 1.496 0.62 -0.14 0.12 0.32
H 1.131 1.512 -1.872 0.18 0.27 -0.29 0.34
H -0.248 0.992 -2.687 0.06 0.17 0.52 0.36
H 1.015 1.507 0.760 0.55 -0.04 0.80 0.37
C -0.031 1.404 0.541 -1.63 2.79 -0.82 -0.47
H -0.670 1.158 1.453 1.03 0.12 -1.38 0.34
C 0.496 -0.972 -0.052 0.59 -0.13 0.34 -0.94
H -0.637 3.624 0.684 0.43 -1.31 -1.21 0.33
```
Forces are in eV/Å.

- Structure (SMILES): CC[C@@H]([NH3+])CNC
- Total charge: +1
- E_LUMO: -3.494 eV
- Orbital gap: 0.3346 hartree
- Electronic energy: -8400.88451 eV

---

What did the sixth record say?
Formula: C5H15N2
Source: OMol25
Level of theory: ωB97M-V/def2-TZVPD

The geometry in XYZ format:
```
22
Properties=species:S:1:pos:R:3:forces:R:3:mulliken_charge:R:1
H -1.170 0.183 -0.953 0.73 0.07 1.76 0.27
N 0.447 0.771 -1.967 0.07 0.44 1.91 -0.30
H 1.582 -0.806 0.174 -0.46 -0.12 -0.88 0.32
C -0.465 2.813 -0.115 -0.54 -0.01 2.70 -1.24
H 0.316 -1.736 -0.824 0.48 0.22 0.05 0.49
H -1.060 -3.215 2.076 1.02 0.44 -1.36 0.28
H 0.908 -0.063 -2.228 0.90 -1.09 -0.79 0.33
H 0.352 -1.145 2.030 -0.54 -0.31 -1.26 0.28
H -0.649 -3.361 0.299 -0.30 0.04 -0.12 0.32
H -1.378 2.766 -0.693 -0.40 -0.31 0.02 0.37
C -0.140 0.368 -0.503 -2.26 -1.94 -1.95 0.02
N -0.125 -1.470 1.160 -0.27 -0.80 1.10 -0.32
H 0.288 3.165 -0.779 0.83 0.43 -0.42 0.38
C -0.299 -2.978 1.249 -1.10 1.21 1.16 -0.85
H 0.606 -3.502 1.496 0.62 -0.14 0.12 0.32
H 1.131 1.512 -1.872 0.18 0.27 -0.29 0.34
H -0.248 0.992 -2.687 0.06 0.17 0.52 0.36
H 1.015 1.507 0.760 0.55 -0.04 0.80 0.37
C -0.031 1.404 0.541 -1.63 2.79 -0.82 -0.47
H -0.670 1.158 1.453 1.03 0.12 -1.38 0.34
C 0.496 -0.972 -0.052 0.59 -0.13 0.34 -0.94
H -0.637 3.624 0.684 0.43 -1.31 -1.21 0.33
```
Forces are in eV/Å.

- Structure (SMILES): CC[C@@H]([NH3+])CNC
- Total charge: +1
- E_LUMO: -3.494 eV
- Orbital gap: 0.3346 hartree
- Electronic energy: -8400.88451 eV